Formula: C5H14Cl2FN2
Source: the Open Molecules 2025 dataset
Level of theory: wB97M-V/def2-TZVPD

Geometry as ORCA input:
```
! RIJCOSX wB97M-V def2-TZVPD def2/J DEFGRID3
* xyz 1 1
C -3.2974 3.3582 -0.2279
C -2.1763 2.5065 -0.7600
F -2.6835 1.5158 -1.6296
C -1.4424 1.7435 0.3277
N -0.6793 0.6119 -0.2939
N 0.2331 0.0188 0.6466
H -2.8972 4.2093 0.3250
H -3.8828 3.7389 -1.0618
H -3.9480 2.7800 0.4276
H -1.4766 3.1033 -1.3540
H -0.7188 2.3653 0.8529
H -2.1204 1.2995 1.0536
H -0.2410 0.9271 -1.1669
H -1.3484 -0.1102 -0.5706
H 1.0628 0.6063 0.6794
H 0.5135 -0.8866 0.2689
Cl 4.3389 -1.7601 0.2150
C 3.6133 -3.2480 0.8728
C 2.7401 -3.9458 -0.1370
Cl 1.3358 -2.9247 -0.6113
H 3.0494 -2.9723 1.7601
H 4.4245 -3.9140 1.1607
H 2.3305 -4.8611 0.2825
H 3.2701 -4.1616 -1.0598
*
```

Its HOMO energy is -13.69 eV. The calculation puts the electronic energy at -36147.6691 eV.



Formula: C3H5ClN2O2S
Source: the Open Molecules 2025 dataset
Level of theory: wB97M-V/def2-TZVPD

Geometry as ORCA input:
```
! RIJCOSX wB97M-V def2-TZVPD def2/J DEFGRID3
* xyz 0 3
C -1.3730 -0.1026 -0.9297
C -0.0409 1.2012 0.0560
C -0.1930 -0.2850 -0.0217
N -1.1393 1.2628 -0.8980
N 1.9124 -1.0820 -1.0891
O -2.3047 -0.6921 -1.3837
O -1.1852 -0.7035 2.2352
S -0.2384 -1.4042 1.3751
Cl 1.5816 -0.9017 2.1645
H -0.2832 1.6825 0.9379
H 0.8747 1.6538 -0.2744
H -1.8256 2.0936 -1.1082
H 2.6395 -0.7522 -0.4042
H 1.5751 -1.9708 -0.6596
*
```

Its HOMO energy (alpha / beta) is -9.14 / -10.04 eV. The expectation value of S² is 2.010. The calculation puts the electronic energy at -33619.1474 eV.



Formula: C7H39NO12
Source: the Open Molecules 2025 dataset
Level of theory: wB97M-V/def2-TZVPD

Geometry as ORCA input:
```
! RIJCOSX wB97M-V def2-TZVPD def2/J DEFGRID3
* xyz 0 1
C -0.7087 2.3910 1.5414
C 0.3506 1.9687 2.5302
C -0.0785 0.6996 3.2591
C 0.2667 0.5492 4.5573
C -1.3101 1.2820 0.5864
N -0.8851 1.6223 -0.7905
C -1.4982 2.7018 -1.5074
C -1.6029 2.3309 -3.0174
H -0.2770 3.1022 0.8193
H -1.5619 2.9704 1.9348
H 1.2618 2.0040 1.9588
H 0.4232 2.7776 3.3397
H -0.7063 0.0080 2.7729
H 0.1129 -0.4486 5.1105
H 0.9216 1.1499 5.1402
H -2.3938 1.1929 0.7462
H -0.7450 0.3118 0.6909
H -0.9781 0.6919 -1.2327
H -2.4171 3.1878 -1.1711
H -0.6282 3.4351 -1.4463
H -1.6559 1.2329 -3.0287
H -2.5523 2.7407 -3.4374
H -0.7247 2.3526 -3.4790
H 1.9967 -2.0320 2.2030
H 2.6875 -2.8456 1.2059
O 1.9152 -2.7993 1.6242
H 1.7208 -1.9793 -0.0216
H 0.7104 -1.6840 -1.1777
O 1.5669 -1.8532 -0.9262
H -0.8463 -4.6167 -0.9416
H -2.3176 -4.2538 -1.1611
O -1.5709 -4.6441 -1.6519
H -0.7673 -1.1919 -4.3351
H -0.4902 0.4056 -4.1823
O -0.4703 -0.4036 -4.7603
H 1.2984 1.8427 -0.1258
H 2.2767 1.1849 -1.3142
O 2.1414 1.4368 -0.2624
H 5.1909 -0.4566 -0.4393
H 4.3914 -1.8383 -0.1503
O 5.0975 -1.3632 0.0741
H -2.0420 -1.8595 -2.8279
H -1.1267 -3.0127 -2.5857
O -1.1226 -1.9932 -2.6636
H -2.7708 1.5036 3.9356
H -3.7135 2.4744 3.1425
O -3.1492 1.7313 3.0151
H -3.3038 -0.6862 -0.5648
H -4.2871 0.6274 -0.7106
O -3.5939 0.1550 -1.1087
H 3.2663 -1.4054 -2.1139
H 2.8720 -0.2481 -2.9565
O 3.5146 -0.5947 -2.3214
H -0.7119 -3.1126 1.5023
H -0.5547 -3.4702 -0.0194
O -1.3232 -3.2935 0.6433
H 4.1457 -0.4869 1.8351
H 3.2800 0.6232 1.8943
O 3.4767 -0.1147 2.3699
*
```

Its HOMO energy is -8.68 eV. For the relative energy (zero: lowest compared OMol25 entry of this formula, charge and spin), the calculation gives 166.93 kcal/mol. The calculation puts the electronic energy at -33947.0543 eV.



Formula: C12H10S
Source: the Open Molecules 2025 dataset
Level of theory: wB97M-V/def2-TZVPD

Geometry as ORCA input:
```
! RIJCOSX wB97M-V def2-TZVPD def2/J DEFGRID3
* xyz 0 1
C -2.4789 0.4306 1.7243
C -1.2662 0.2135 1.7095
C -0.6756 -0.2617 -3.0111
C -0.6042 -1.6531 -2.8908
C -0.2643 0.6742 -1.9821
C -0.1179 -2.1151 -1.6754
C 0.2262 0.1588 -0.7888
C 0.3930 -1.2718 -0.6824
C 0.6766 0.7587 0.4576
C 1.4092 1.8957 0.4464
C 0.1505 0.1812 1.6685
C 0.8926 0.2529 2.9962
S 0.8360 -1.8842 0.9157
H -3.5114 0.5166 1.4905
H -1.0311 0.1481 -3.9043
H -0.9133 -2.2497 -3.7615
H -0.2180 1.6734 -2.1614
H -0.2402 -3.1148 -1.4201
H 1.5961 2.3964 1.3490
H 1.6621 2.6139 -0.3813
H 1.0389 1.2065 3.3205
H 1.9210 -0.1727 2.7530
H 0.5189 -0.3975 3.8281
*
```

Its HOMO energy is -7.94 eV. For the relative energy (zero: lowest compared OMol25 entry of this formula, charge and spin), the calculation gives 92.73 kcal/mol. The calculation puts the electronic energy at -23437.0021 eV.



Formula: C6H16NS
Source: the Open Molecules 2025 dataset
Level of theory: wB97M-V/def2-TZVPD

Geometry as ORCA input:
```
! RIJCOSX wB97M-V def2-TZVPD def2/J DEFGRID3
* xyz 1 1
C -2.6105 -0.3401 -0.8872
C -1.4703 -1.0786 1.1835
C 2.3409 1.1121 -0.8755
C -0.5652 0.5420 -0.5077
C -1.3277 -0.7703 -0.2523
C 1.5463 0.2189 0.0762
N 1.8119 0.6404 1.5126
S 1.7718 -1.6421 -0.1238
H -2.8609 0.7079 -0.4761
H -2.5340 -0.3992 -1.9156
H -3.5098 -1.0170 -0.6461
H -2.0367 -0.3568 1.7107
H -2.0901 -2.1571 1.1776
H -0.5557 -1.3101 1.5220
H 1.9386 2.1851 -0.7396
H 3.3786 1.0696 -0.5951
H 2.3298 1.0104 -1.9208
H -0.6423 1.4917 0.0333
H -0.4200 0.6494 -1.5525
H -0.9436 -1.5556 -0.7542
H 1.8570 1.7020 1.3575
H 2.6965 0.3069 1.8944
H 0.9183 0.5680 1.9976
H 0.9771 -1.5777 -1.2188
*
```

Its HOMO energy is -12.68 eV. For the relative energy (zero: lowest compared OMol25 entry of this formula, charge and spin), the calculation gives 96.84 kcal/mol. The calculation puts the electronic energy at -18796.4608 eV.



Formula: CH5OS
Source: the Open Molecules 2025 dataset
Level of theory: wB97M-V/def2-TZVPD

Geometry as ORCA input:
```
! RIJCOSX wB97M-V def2-TZVPD def2/J DEFGRID3
* xyz -1 1
C -1.1641 0.0163 0.6473
S -1.0153 0.6680 -1.0427
H -1.9614 -0.7283 0.7501
H -0.2504 -0.4722 0.9493
H -1.3977 0.7986 1.3732
H 1.2016 0.2445 -0.9962
H 2.5031 -0.5991 -1.1124
O 2.0842 0.0722 -0.5686
*
```

Its HOMO energy is -2.35 eV. For the relative energy (zero: lowest compared OMol25 entry of this formula, charge and spin), the calculation gives 1.54 kcal/mol. The calculation puts the electronic energy at -14001.7388 eV.



What is the electronic energy in the third record? -33947.0543 eV